{"formula": "C20H56Cl6O24P6", "method": "the ωB97M-V functional and the def2-TZVPD basis", "spin_multiplicity": 1, "e_above_lowest_kj_mol": 455.6, "smiles": "COP(=O)(OC)OC.COP(=O)(OC)OC.COP(=O)(OC)OC.COP(=O)(OC)OC.COP(=O)(OC)OC.COP(=O)(OC)OC.ClC(Cl)Cl.ClC(Cl)Cl", "symbols": ["C", "O", "P", "O", "O", "C", "O", "C", "H", "H", "H", "H", "H", "H", "H", "H", "H", "C", "O", "P", "O", "O", "C", "O", "C", "H", "H", "H", "H", "H", "H", "H", "H", "H", "C", "O", "P", "O", "O", "C", "O", "C", "H", "H", "H", "H", "H", "H", "H", "H", "H", "C", "O", "P", "O", "O", "C", "O", "C", "H", "H", "H", "H", "H", "H", "H", "H", "H", "C", "O", "P", "O", "O", "C", "O", "C", "H", "H", "H", "H", "H", "H", "H", "H", "H", "C", "O", "P", "O", "O", "C", "O", "C", "H", "H", "H", "H", "H", "H", "H", "H", "H", "Cl", "C", "Cl", "Cl", "H", "Cl", "C", "Cl", "Cl", "H"], "xyz": [[10.09683, -1.15021, 3.86097], [10.18220, -0.00364, 3.04791], [9.27982, 0.16280, 1.70471], [9.38370, 1.41907, 0.87319], [9.72553, -1.19410, 0.90444], [10.77241, -1.12607, -0.08374], [7.75131, -0.31660, 2.22570], [6.54930, 0.13893, 1.61134], [9.82328, -1.00326, 4.90581], [11.11521, -1.53565, 3.91042], [9.48959, -1.91671, 3.37950], [11.55455, -1.82805, 0.20539], [11.24387, -0.14919, -0.19116], [10.39231, -1.45947, -1.04938], [5.98124, 0.78347, 2.28214], [5.86772, -0.67199, 1.35453], [6.70289, 0.65525, 0.66375], [-9.37513, -1.91334, -4.07614], [-9.13031, -0.51178, -4.26112], [-8.26738, 0.02032, -5.54682], [-7.09081, -0.82940, -5.90960], [-7.99633, 1.54418, -5.10620], [-6.79250, 1.82744, -4.46456], [-9.40692, 0.16037, -6.73500], [-10.50721, 1.02451, -6.52185], [-9.35427, -2.11547, -3.00525], [-8.72664, -2.62561, -4.58628], [-10.34816, -2.14320, -4.51027], [-6.32962, 2.70282, -4.92012], [-6.10038, 0.98546, -4.45277], [-7.00334, 2.05361, -3.41933], [-10.54107, 1.69872, -5.66605], [-11.44255, 0.47033, -6.60011], [-10.53849, 1.59652, -7.44916], [1.33198, -6.97173, -1.40280], [1.59896, -8.22706, -0.86584], [2.45712, -9.34313, -1.71980], [3.51398, -8.86416, -2.64923], [1.25309, -10.15640, -2.51145], [1.00517, -9.89225, -3.91272], [2.93276, -10.38067, -0.52075], [2.01482, -10.88880, 0.42281], [0.25449, -6.81752, -1.34498], [1.69000, -6.88138, -2.42835], [1.85746, -6.19943, -0.84108], [1.34842, -10.70789, -4.54911], [1.46107, -8.97707, -4.29044], [-0.07358, -9.80130, -4.03975], [1.04574, -10.39059, 0.45040], [2.46257, -10.74623, 1.40632], [1.77655, -11.94478, 0.29537], [2.41612, 7.48164, 5.74067], [2.89671, 7.16181, 7.04062], [1.83334, 6.98112, 8.26770], [1.26526, 8.25038, 8.82184], [0.73945, 6.03265, 7.61281], [0.97671, 4.67782, 7.45135], [2.56940, 5.98573, 9.32811], [3.39845, 6.47573, 10.36579], [3.15814, 8.22287, 5.44391], [1.44668, 7.97795, 5.78492], [2.39297, 6.58883, 5.11579], [1.78097, 4.43381, 6.75729], [0.08467, 4.22953, 7.01385], [1.10516, 4.21076, 8.42780], [2.77192, 6.82830, 11.18509], [4.07248, 7.29279, 10.10849], [3.88534, 5.55076, 10.67478], [-1.57524, 8.05314, -0.29897], [-0.60457, 7.90899, -1.36430], [-1.19832, 7.41985, -2.82914], [-1.51267, 5.98856, -2.94865], [-2.40199, 8.45818, -3.07679], [-2.28100, 9.88177, -3.07754], [0.00926, 7.93594, -3.78765], [-0.04820, 7.67839, -5.16210], [-1.35818, 8.97970, 0.23253], [-1.49398, 7.23708, 0.41904], [-2.60251, 7.98203, -0.65641], [-2.91593, 10.39882, -2.35807], [-2.67049, 10.24471, -4.02868], [-1.33135, 10.39476, -2.92549], [-0.92059, 7.07668, -5.41700], [0.82698, 7.14740, -5.53652], [-0.09220, 8.65521, -5.64375], [-3.52342, -7.73436, 2.24520], [-3.96776, -6.74077, 1.42113], [-5.18563, -6.95530, 0.35475], [-6.33168, -7.76221, 0.88793], [-5.60830, -5.44303, -0.13557], [-4.63189, -4.51444, -0.61106], [-4.53249, -7.57673, -0.98727], [-4.32291, -8.93745, -1.17090], [-2.46307, -7.76703, 2.49559], [-3.90104, -8.72510, 1.99232], [-3.84727, -7.57976, 3.27444], [-4.72139, -3.59023, -0.04015], [-4.72215, -4.21701, -1.65580], [-3.57476, -4.77166, -0.54463], [-3.26173, -9.15680, -1.05309], [-4.66139, -9.23020, -2.16480], [-4.82296, -9.60409, -0.46831], [6.12949, 6.71394, -2.27604], [5.87764, 5.13645, -1.44898], [4.29212, 4.43885, -1.92761], [5.85569, 5.43106, 0.30131], [6.69062, 4.48222, -1.76384], [-2.58862, 1.59988, 0.55647], [-0.80804, 1.42957, 0.46145], [-0.41526, -0.17597, -0.18794], [-0.05320, 1.63104, 2.04844], [-0.41483, 2.23607, -0.15746]], "atomic_forces_ev_per_a": [[0.9, -1.5, -0.1], [-1.4, 2.0, -1.2], [-1.0, -0.7, -0.7], [-0.1, -2.4, 2.2], [-0.4, 1.3, 0.1], [0.4, -0.4, 0.0], [2.4, 0.8, -0.6], [-0.6, 0.3, -0.6], [-0.5, 0.7, -0.3], [0.1, -0.2, -0.1], [-0.2, 0.0, 0.3], [-0.1, 0.0, 0.1], [-0.4, 0.1, 0.1], [-0.2, 0.2, 0.1], [0.4, 0.1, 0.1], [0.4, -0.5, 0.3], [0.4, 0.2, 0.2], [-0.7, -0.4, -0.2], [1.2, 0.3, -1.0], [-0.7, -1.1, -0.4], [-1.9, 1.4, 0.4], [-1.2, -1.5, -1.3], [1.2, 0.5, 1.3], [2.3, -0.4, 2.2], [-1.2, 0.5, -1.7], [-0.1, 0.1, -0.1], [0.7, 0.6, 0.0], [-0.3, 0.1, 0.4], [0.0, -0.1, -0.1], [0.0, 0.0, -0.4], [0.0, 0.2, 0.1], [0.6, -0.4, 0.1], [0.1, -0.4, 0.6], [0.0, 0.6, 0.2], [-0.1, 1.1, -0.6], [1.7, -2.5, -0.1], [-0.8, -0.8, 0.1], [-1.2, -0.4, 1.6], [1.3, 0.7, 0.5], [-0.3, 0.1, -0.1], [-0.6, 1.7, -2.5], [-0.8, -0.1, 1.1], [0.0, 0.2, -0.1], [-0.2, 0.0, -0.1], [-0.1, 0.0, 0.2], [0.1, -0.1, 0.3], [0.2, 0.0, 0.4], [0.0, 0.0, 0.1], [0.1, 0.4, -0.3], [0.0, -0.1, 0.0], [0.5, -0.1, -0.4], [0.4, 0.9, 0.3], [-0.6, -0.9, 2.2], [0.1, 1.2, 0.4], [1.1, -2.0, -0.9], [-0.1, 1.5, 0.5], [-0.5, -1.9, -0.2], [-0.9, 1.3, -2.2], [-0.3, -0.4, 1.0], [-0.2, -0.2, -0.8], [-0.1, -0.2, -0.1], [0.0, 0.2, 0.0], [0.4, 0.2, 0.2], [-0.1, 0.2, 0.0], [0.3, -0.1, -0.1], [0.0, 0.0, 0.0], [0.1, -0.3, -0.4], [0.6, 0.5, 0.3], [0.2, -0.5, 0.1], [-0.9, -0.5, -1.5], [1.7, 1.1, 1.1], [-0.4, 1.1, -0.1], [0.4, -0.5, 0.2], [-0.6, 1.3, -0.6], [-0.7, -0.3, 2.3], [-0.3, 0.1, -1.1], [-0.2, 0.1, -0.3], [0.4, -0.1, -0.1], [0.0, 0.5, -0.1], [-0.3, -0.8, 0.5], [0.2, -0.2, -0.2], [0.6, -1.1, -0.1], [-0.1, 0.1, -0.1], [0.1, 0.0, 0.4], [-0.1, -0.1, -0.3], [0.1, -1.9, 2.7], [-1.0, 1.8, -2.5], [-1.6, -0.2, 0.2], [2.0, 1.4, -0.8], [1.4, -2.1, 0.6], [0.8, 1.3, -0.1], [-0.6, 1.9, 1.1], [0.5, -1.7, -0.1], [0.5, 0.3, -1.4], [0.2, 0.0, -0.3], [-0.9, 0.3, 0.1], [-0.2, -0.1, 0.2], [-0.8, -0.5, -0.1], [-0.1, -0.8, 0.5], [0.2, 0.0, -0.3], [0.1, 0.2, 0.0], [-0.4, 0.4, 0.2], [-0.1, -0.6, 0.1], [-0.7, 0.8, -0.1], [0.8, 0.1, 0.0], [0.3, -0.3, -0.4], [-0.3, 0.0, 0.3], [0.6, 0.1, 0.0], [-0.4, -0.1, 0.2], [0.0, 0.5, -0.1], [-0.1, 0.0, 0.0], [-0.2, -0.4, -0.1]], "lowdin_charge": [-0.12, -0.22, 0.55, -0.26, -0.25, -0.10, -0.24, -0.12, 0.09, 0.09, 0.08, 0.08, 0.08, 0.09, 0.09, 0.08, 0.08, -0.10, -0.23, 0.50, -0.25, -0.22, -0.13, -0.22, -0.13, 0.09, 0.08, 0.08, 0.09, 0.08, 0.09, 0.09, 0.09, 0.09, -0.13, -0.24, 0.53, -0.24, -0.24, -0.10, -0.21, -0.13, 0.09, 0.08, 0.09, 0.09, 0.08, 0.08, 0.08, 0.09, 0.09, -0.10, -0.24, 0.46, -0.25, -0.21, -0.13, -0.24, -0.10, 0.09, 0.09, 0.09, 0.09, 0.09, 0.09, 0.09, 0.09, 0.09, -0.10, -0.23, 0.45, -0.23, -0.23, -0.11, -0.23, -0.12, 0.09, 0.08, 0.08, 0.09, 0.09, 0.10, 0.09, 0.09, 0.09, -0.16, -0.21, 0.51, -0.25, -0.20, -0.12, -0.22, -0.13, 0.09, 0.09, 0.09, 0.09, 0.09, 0.08, 0.09, 0.09, 0.09, 0.48, -1.48, 0.48, 0.50, 0.02, 0.49, -1.52, 0.50, 0.51, 0.02]}

***

{"formula": "C20H57Cd2N3O11", "method": "the ωB97M-V functional and the def2-TZVPD basis", "spin_multiplicity": 1, "total_charge": 2, "total_energy_ha": -2122.84711, "symbols": ["Cd", "Cd", "C", "O", "H", "H", "H", "C", "O", "H", "H", "H", "C", "O", "C", "C", "N", "C", "C", "O", "C", "H", "H", "H", "H", "H", "H", "H", "H", "H", "H", "H", "H", "H", "H", "H", "C", "O", "C", "C", "N", "C", "C", "O", "C", "H", "H", "H", "H", "H", "H", "H", "H", "H", "H", "H", "H", "H", "H", "H", "C", "O", "C", "C", "N", "C", "C", "O", "C", "H", "H", "H", "H", "H", "H", "H", "H", "H", "H", "H", "H", "H", "H", "H", "O", "H", "H", "O", "H", "H", "O", "H", "H"], "xyz": [[-2.14061, 16.46024, -10.75677], [-4.64358, 14.26042, -10.98933], [-3.90014, 16.38578, -13.48626], [-3.77178, 15.86171, -12.16619], [-4.85243, 16.11762, -13.94056], [-3.71308, 17.45940, -13.43015], [-3.14285, 15.98297, -14.16950], [-2.47839, 14.12873, -8.43115], [-2.85966, 14.79719, -9.59936], [-1.43299, 13.80547, -8.36252], [-2.69408, 14.67787, -7.50767], [-3.00271, 13.16452, -8.35088], [-5.57719, 14.54440, -1.37194], [-5.02233, 13.29528, -1.01301], [-5.28510, 12.23810, -1.91277], [-4.82133, 12.52408, -3.32040], [-3.36692, 12.49780, -3.46922], [-2.96897, 13.15719, -4.71756], [-1.49462, 13.51137, -4.76125], [-1.29566, 14.88779, -4.45402], [0.07827, 15.20844, -4.38929], [-6.57633, 14.41178, -1.79475], [-4.92413, 15.07728, -2.06752], [-5.67858, 15.16411, -0.48384], [-6.34183, 11.94109, -1.92604], [-4.77224, 11.38913, -1.45824], [-5.26151, 13.48649, -3.63014], [-5.28356, 11.82507, -4.02732], [-2.99699, 13.08370, -2.72128], [-3.56063, 14.08710, -4.78566], [-3.22718, 12.64085, -5.64892], [-1.12320, 13.38383, -5.78491], [-1.04351, 12.83935, -4.02224], [0.48998, 15.04032, -3.38883], [0.21401, 16.25793, -4.64685], [0.70022, 14.59403, -5.05009], [-0.92043, 18.95182, -12.72605], [-1.76200, 18.50743, -11.65597], [-2.57985, 19.50586, -11.04003], [-3.92875, 18.94757, -10.53580], [-3.74379, 17.69411, -9.73603], [-3.42482, 17.88033, -8.32980], [-1.90361, 17.88932, -8.02650], [-1.12996, 17.45628, -9.15448], [0.21046, 17.97450, -9.17046], [-0.53075, 19.94748, -12.46567], [-1.51832, 19.11832, -13.61984], [0.00856, 18.39314, -12.80042], [-2.75002, 20.33805, -11.72391], [-2.06354, 19.97139, -10.19366], [-4.48188, 18.61044, -11.41516], [-4.55043, 19.60766, -9.93624], [-4.53623, 17.07257, -9.79803], [-3.88011, 17.12331, -7.67422], [-3.89908, 18.68729, -7.74957], [-1.66451, 17.25160, -7.17435], [-1.58446, 18.90915, -7.79634], [0.68760, 17.93749, -8.19845], [0.12420, 18.97725, -9.60142], [0.82235, 17.48442, -9.92990], [-9.09761, 6.11080, -6.11524], [-8.07566, 6.65393, -5.29253], [-7.25942, 5.65059, -4.72996], [-6.01667, 6.26500, -4.03713], [-5.58450, 7.53268, -4.58355], [-4.97832, 7.53376, -5.89270], [-4.77821, 8.96690, -6.34818], [-4.02238, 9.00816, -7.55995], [-3.25623, 10.16608, -7.63252], [-9.63978, 6.97428, -6.49512], [-9.76358, 5.50183, -5.50252], [-8.68611, 5.55792, -6.96113], [-6.90299, 4.96624, -5.51112], [-7.85776, 5.10363, -3.99125], [-5.24806, 5.50059, -4.13262], [-6.26052, 6.50480, -3.00262], [-6.25301, 8.27178, -4.45330], [-5.61543, 6.95283, -6.58318], [-4.04256, 6.98080, -6.03863], [-4.28787, 9.55035, -5.56310], [-5.75372, 9.44207, -6.51525], [-3.78664, 11.12985, -7.70470], [-2.68485, 10.18283, -8.57336], [-2.45906, 10.14626, -6.88270], [-5.34443, 12.52273, -9.87111], [-5.05959, 11.65794, -10.21332], [-5.76756, 12.33157, -9.01783], [-5.48816, 14.86406, -6.97172], [-5.80521, 15.26545, -7.78849], [-4.95122, 14.10976, -7.24835], [-3.07550, 12.96029, -11.87306], [-2.17779, 13.31268, -11.79030], [-3.04513, 12.35680, -12.63281]], "atomic_forces_ev_per_a": [[-0.4, -0.6, -0.7], [1.2, 1.0, 0.1], [0.4, -0.3, 0.0], [-0.2, -0.6, 0.5], [-0.2, 0.4, 0.1], [-0.5, 0.1, -0.2], [0.1, -0.1, 0.2], [-0.1, -1.0, 0.7], [-0.7, -0.3, -0.8], [0.2, 0.5, -0.4], [0.0, 0.2, -0.1], [-0.2, 0.1, 0.0], [-0.1, -0.1, 0.1], [0.0, 0.2, 0.1], [0.1, -0.5, 0.4], [-0.2, -0.1, -0.5], [-0.1, 0.2, -0.4], [-0.6, 1.2, 0.1], [-0.6, 0.2, 0.0], [0.0, -0.2, 0.0], [0.4, -0.1, 0.4], [0.0, 0.1, -0.2], [-0.1, 0.1, -0.2], [0.1, -0.2, 0.2], [-0.2, 0.4, 0.0], [0.2, -0.1, -0.3], [0.2, 0.1, 0.1], [0.2, -0.3, 0.2], [0.1, -0.2, 0.0], [0.3, 0.2, -0.2], [-0.1, -0.8, 0.4], [0.3, -0.5, 0.2], [0.6, 0.1, -0.3], [-0.2, 0.1, 0.1], [-0.1, 0.0, 0.0], [-0.2, 0.0, -0.3], [0.2, 2.0, 0.5], [-0.2, -0.4, -0.1], [-0.4, 0.9, 0.9], [0.2, -1.7, -0.5], [-0.2, 1.0, 0.5], [0.2, -0.7, 2.0], [0.1, 0.6, 0.0], [0.8, -0.2, 0.9], [-0.3, 0.8, -1.1], [-0.2, 0.0, 0.1], [0.3, -0.6, -0.3], [-0.5, -0.8, -0.3], [-0.2, -0.2, -0.2], [0.4, -0.3, 0.0], [-0.2, 0.3, 0.0], [0.3, 0.7, -0.3], [-0.3, 0.4, -0.2], [0.3, -0.8, -0.9], [0.2, 0.9, -1.1], [-0.1, 0.0, 0.0], [0.0, 0.0, 0.0], [0.0, 0.0, 0.1], [0.2, 0.3, 0.7], [-0.2, -0.7, 0.3], [0.2, 0.7, 0.5], [0.3, 0.1, -0.3], [0.1, 0.1, 0.0], [-1.1, 0.7, -0.3], [1.6, -0.2, 0.2], [-0.8, -0.6, -0.9], [-0.3, -0.2, -0.1], [-0.4, 0.4, 0.1], [1.3, -0.1, -1.1], [-0.2, -0.1, -0.1], [-0.1, -0.2, -0.2], [0.0, -0.2, 0.1], [-0.3, -0.1, 0.0], [0.2, -0.3, -0.1], [0.3, 0.2, 0.4], [0.2, -0.5, 0.2], [-0.3, -0.1, -0.2], [-0.2, 0.6, -0.4], [0.3, 0.3, 1.0], [0.2, -0.2, 0.1], [-0.1, 0.0, -0.1], [-0.4, -0.1, 0.8], [-0.2, -0.5, -0.1], [-0.3, 0.5, 0.4], [-0.2, -0.7, 0.1], [0.0, 0.2, 0.1], [0.0, 0.3, -0.2], [0.1, -0.1, -0.3], [-0.1, 0.0, 0.1], [0.1, 0.1, 0.2], [0.6, -0.9, -0.7], [-0.2, 0.0, 0.2], [-0.1, 0.1, 0.1]], "lowdin_charge": [1.44, 1.44, -0.22, -0.58, 0.08, 0.06, 0.08, -0.26, -0.55, 0.08, 0.07, 0.04, -0.11, -0.18, -0.22, -0.24, -0.03, -0.23, -0.22, -0.19, -0.12, 0.09, 0.08, 0.09, 0.12, 0.13, 0.10, 0.11, 0.12, 0.11, 0.09, 0.11, 0.14, 0.09, 0.08, 0.08, -0.05, -0.33, -0.17, -0.12, -0.15, -0.17, -0.15, -0.35, -0.04, 0.10, 0.10, 0.10, 0.14, 0.13, 0.11, 0.13, 0.08, 0.11, 0.14, 0.13, 0.13, 0.11, 0.09, 0.10, -0.10, -0.21, -0.23, -0.18, -0.08, -0.21, -0.21, -0.17, -0.16, 0.08, 0.09, 0.09, 0.12, 0.12, 0.12, 0.12, 0.11, 0.12, 0.13, 0.12, 0.12, 0.05, 0.09, 0.10, -0.10, 0.09, 0.09, -0.04, 0.02, 0.00, -0.11, 0.07, 0.10]}